(1)
110
Properties=species:S:1:pos:R:3:forces:R:3 method="wB97M-V/def2-TZVPD" total_charge=0 spin_multiplicity=1
Ti 0.48449 0.78188 -0.11725 -0.9 -0.1 1.3
C 3.94888 3.16494 -0.70402 0.1 0.1 -0.2
C 4.33488 3.44796 0.63236 0.1 0.1 0.2
C 3.54424 3.03470 1.65490 0.3 0.0 0.1
C 2.35738 2.30903 1.39001 -0.3 0.0 0.0
N 2.03975 1.95766 0.09283 0.7 0.5 0.0
C 2.83290 2.43774 -0.93035 -0.2 -0.1 0.5
C 1.35313 2.02041 2.33169 -0.1 0.2 -0.7
C 1.44570 2.30336 3.70019 0.2 0.2 0.4
C 0.37061 2.12470 4.50458 -0.2 0.0 0.3
C -0.87203 1.80294 3.90003 0.0 0.1 0.8
C -0.95736 1.57455 2.57693 0.1 0.0 -0.9
N 0.17513 1.50785 1.77018 0.2 -0.2 0.1
C -2.24981 1.57051 1.86007 0.3 -0.1 0.3
C -3.43542 1.96499 2.48228 -0.2 0.0 0.2
C -4.55790 2.20767 1.72338 0.0 0.0 0.3
C -4.47127 2.08282 0.34636 0.0 -0.1 -0.2
C -3.27883 1.64833 -0.18535 0.2 -0.3 0.0
N -2.19340 1.34581 0.55010 0.1 0.5 -0.3
H 4.54102 3.50656 -1.54430 0.0 0.0 0.1
H 5.23931 4.01098 0.83532 -0.1 0.0 0.0
H 3.79835 3.28485 2.67898 0.0 -0.1 -0.1
H 2.52390 2.18045 -1.92768 -0.1 -0.1 -0.2
H 2.38355 2.65690 4.11323 -0.1 -0.1 -0.1
H 0.43970 2.30154 5.57000 -0.1 0.0 0.0
H -1.76492 1.76139 4.50817 0.0 0.1 0.0
H -3.45676 2.13527 3.54973 0.0 0.0 -0.1
H -5.47891 2.53091 2.19533 0.1 0.0 0.0
H -5.30671 2.30921 -0.30350 0.1 0.0 0.0
H -3.17688 1.50791 -1.25400 0.0 0.0 -0.1
C 1.85700 -1.15649 -4.01533 0.0 0.0 -0.1
C 1.35409 -0.24799 -4.94051 0.0 0.0 0.1
C 0.58250 0.81367 -4.49073 0.0 -0.1 -0.1
C 0.34525 0.97162 -3.12591 -0.1 -0.1 0.0
C 0.88844 0.10879 -2.14429 0.1 0.0 -0.8
C 1.61631 -0.97379 -2.65861 0.0 0.0 0.0
C -0.47967 2.11109 -2.65914 0.1 -0.2 -0.6
C -1.41154 2.75802 -3.52271 0.2 -0.4 -0.2
C -2.07406 3.84940 -3.08769 -0.3 0.3 -0.1
C -1.80352 4.36771 -1.80126 0.0 0.1 0.1
C -2.42589 5.54616 -1.31863 0.0 -0.1 -0.2
C -2.12581 6.02455 -0.08128 0.2 -0.1 0.3
C -1.16961 5.34453 0.71651 -0.2 0.3 0.0
C -0.56723 4.20251 0.27896 0.0 -0.2 -0.1
C -0.88693 3.66849 -0.99211 0.1 -0.2 0.1
N -0.28997 2.49564 -1.41966 -0.3 0.5 -0.1
H 2.43952 -2.01069 -4.35044 -0.1 0.1 0.0
H 1.55537 -0.36645 -5.99934 0.0 0.0 0.1
H 0.19762 1.53319 -5.20761 0.0 -0.1 0.0
H 2.03121 -1.69954 -1.96942 -0.1 0.0 -0.1
H -1.60125 2.34590 -4.50683 0.0 0.0 0.1
H -2.80838 4.34394 -3.71932 0.1 0.0 0.1
H -3.13945 6.06176 -1.95808 0.1 -0.1 0.1
H -2.60020 6.92668 0.28537 0.0 0.0 0.0
H -0.90441 5.73861 1.69152 0.0 0.0 -0.1
H 0.17132 3.70783 0.88771 0.0 -0.1 0.0
Te -1.67015 -1.00870 -1.18940 -0.5 -0.2 -0.2
C -3.39649 -1.80946 -0.26629 0.0 0.0 0.1
C -3.33891 -2.33061 1.02476 -0.2 0.0 -0.1
C -4.47629 -2.90101 1.59452 0.0 0.1 -0.1
C -5.66466 -2.95103 0.87537 0.1 0.0 -0.1
C -5.72390 -2.42088 -0.41125 0.1 0.0 0.1
C -4.59370 -1.84550 -0.98107 0.0 -0.1 0.2
C -1.48096 -2.63895 -2.50348 0.1 -0.1 0.0
C -1.44439 -2.39481 -3.87105 0.1 -0.2 -0.1
C -1.35672 -3.46096 -4.76246 0.0 0.0 0.1
C -1.31687 -4.76593 -4.28408 0.0 0.1 0.1
C -1.36295 -5.00574 -2.91282 0.0 0.1 0.0
C -1.43957 -3.94294 -2.01982 0.0 -0.1 -0.2
H -2.41201 -2.28897 1.58617 -0.1 0.0 -0.1
H -4.42858 -3.31082 2.59825 0.0 0.0 -0.1
H -6.54558 -3.40373 1.31609 0.0 0.0 0.0
H -6.65229 -2.45423 -0.97073 0.1 0.0 0.0
H -4.64041 -1.43555 -1.98256 0.0 0.0 0.0
H -1.47517 -1.37700 -4.24268 0.0 0.0 0.0
H -1.32173 -3.26852 -5.83096 0.0 0.0 0.1
H -1.24979 -5.59651 -4.97818 0.0 0.1 0.0
H -1.33218 -6.02260 -2.53446 0.0 0.1 0.0
H -1.46789 -4.13317 -0.95270 0.0 0.0 -0.1
C 0.97250 -2.97409 0.21676 -0.1 -0.2 -0.1
Si 1.79985 -1.42812 0.96905 0.1 0.0 -0.3
C 1.54289 -1.89106 2.84604 -0.2 0.1 0.2
C 2.24495 -1.00043 3.88493 -0.1 0.1 0.0
C 0.03401 -1.76172 3.10865 -0.2 -0.1 0.1
C 1.92135 -3.35640 3.12448 0.0 0.0 0.1
C 3.70582 -1.64986 0.46999 0.1 0.1 -0.1
C 4.14415 -0.54103 -0.49618 0.2 0.1 -0.1
C 4.70704 -1.54640 1.62780 0.1 0.0 0.1
C 3.93941 -3.00680 -0.21325 0.1 -0.1 -0.1
H 1.55629 -3.88495 0.38475 -0.1 0.1 0.0
H 0.80519 -2.88654 -0.85692 0.0 0.0 0.0
H -0.01277 -3.11780 0.67624 0.1 0.0 -0.1
H 2.16612 0.06564 3.65031 0.0 -0.3 0.0
H 3.29827 -1.24016 3.98976 0.2 -0.1 -0.1
H 1.78120 -1.15456 4.87459 0.1 0.0 -0.2
H -0.31779 -0.73541 2.97557 0.1 -0.1 0.0
H -0.19596 -2.06040 4.14721 0.0 0.1 -0.2
H -0.55631 -2.40697 2.44632 0.1 0.1 0.2
H 2.95313 -3.59426 2.85224 0.0 0.1 0.0
H 1.27068 -4.05579 2.59060 0.1 0.1 0.1
H 1.80890 -3.56289 4.20220 0.0 0.0 -0.2
H 4.21368 0.42005 0.02602 0.0 -0.1 -0.1
H 3.47688 -0.40968 -1.34840 0.1 0.0 0.1
H 5.15146 -0.76813 -0.89317 -0.2 0.1 0.1
H 4.63979 -0.58035 2.14056 0.0 -0.1 0.0
H 5.72923 -1.62646 1.21775 -0.2 0.0 0.1
H 4.59778 -2.33764 2.36969 0.0 0.0 0.0
H 3.33248 -3.14162 -1.11740 0.1 0.0 0.2
H 3.71919 -3.84813 0.45323 0.0 0.1 -0.1
H 4.99830 -3.08937 -0.51196 -0.2 0.0 0.1


(2)
77
Properties=species:S:1:pos:R:3:forces:R:3 method="wB97M-V/def2-TZVPD" total_charge=+1 spin_multiplicity=1
Fe 0.80905 -0.03161 -0.37032 1.0 -0.9 -0.3
C 0.27012 -0.13254 4.05017 0.1 0.0 0.0
C 1.56610 0.02564 4.51988 -0.1 0.0 0.0
C 2.61333 0.06118 3.61518 0.1 0.0 0.0
C 2.34307 -0.06289 2.25746 0.0 0.0 0.0
N 1.08942 -0.21424 1.81405 -0.3 0.4 -0.8
C 0.08255 -0.24201 2.68402 -0.1 -0.1 0.0
C 3.38676 -0.00026 1.20232 0.0 0.0 0.0
C 4.74582 0.09022 1.47193 0.0 0.0 0.0
C 5.63659 0.19283 0.41729 0.0 0.0 -0.1
C 5.14759 0.21591 -0.87906 0.0 0.0 0.1
C 3.78032 0.11035 -1.06411 0.1 -0.1 0.0
N 2.92686 -0.01384 -0.05143 -0.8 0.3 -0.5
H -0.57403 -0.16234 4.72374 0.0 0.0 0.0
H 1.75753 0.13270 5.57914 0.0 0.0 0.0
H 3.62442 0.20003 3.96796 0.0 0.0 0.0
H -0.90464 -0.35271 2.25313 0.0 0.0 0.0
H 5.11251 0.08311 2.48760 0.0 0.0 0.0
H 6.69931 0.26003 0.60625 0.0 0.0 0.0
H 5.80622 0.31744 -1.72924 0.0 0.0 0.0
H 3.34185 0.13227 -2.05390 0.0 0.0 0.0
N 0.60557 -0.07103 -2.59462 -0.1 0.0 1.0
C 0.78468 1.07094 -3.44465 0.1 0.1 -0.1
C 1.25544 0.86363 -4.73507 0.1 0.0 0.0
C 1.47612 1.92697 -5.59253 0.0 0.0 0.0
C 1.21734 3.21397 -5.14939 0.0 0.0 0.0
C 0.74724 3.41452 -3.86241 0.0 0.0 -0.1
C 0.50956 2.35671 -2.97851 -0.1 0.0 0.1
C 0.08095 2.67512 -1.58655 0.2 0.1 0.1
C -0.70723 3.81625 -1.39278 0.1 0.0 -0.1
C -0.91456 4.34628 -0.13106 -0.1 0.1 0.0
C -0.29588 3.75566 0.95936 0.1 -0.1 0.0
C 0.41980 2.57693 0.77745 -0.1 0.4 -0.2
C 0.58278 1.96877 -0.47773 -0.5 -0.9 0.8
H 1.00004 -0.88680 -3.04388 0.0 0.0 0.0
H -0.38058 -0.24941 -2.41636 0.0 0.0 -0.2
H 1.44936 -0.14944 -5.07308 0.0 0.0 0.0
H 1.84632 1.75138 -6.59353 0.0 0.0 0.0
H 1.39783 4.06388 -5.79358 0.0 0.0 0.0
H 0.59189 4.42505 -3.51042 0.0 0.0 0.0
H -1.16395 4.29771 -2.25002 0.0 0.0 0.0
H -1.51742 5.23747 -0.00998 0.0 0.0 0.0
H -0.38607 4.19822 1.94476 0.0 0.0 0.0
H 0.87915 2.13101 1.65085 -0.1 0.0 0.0
N -1.33309 -0.35272 -0.36502 0.6 0.4 -0.1
C -2.47182 -0.16570 -0.27077 0.0 -0.1 0.1
N -3.75300 0.04780 -0.16034 0.0 0.0 0.0
C -4.65456 -1.01981 0.30446 0.0 0.0 0.1
C -5.22885 -0.64954 1.66446 0.0 0.1 0.0
C -5.87857 0.75656 1.64258 0.0 0.0 -0.1
C -5.70165 1.45653 0.29243 0.1 -0.1 0.1
C -4.24739 1.44606 -0.15070 0.0 0.1 0.0
H -4.08967 -1.94915 0.34730 0.0 0.0 0.0
H -5.44747 -1.14832 -0.43288 0.0 0.0 0.0
H -4.42310 -0.67874 2.40069 0.0 0.0 0.0
H -5.95233 -1.41106 1.95680 0.0 0.0 0.0
H -5.43031 1.37764 2.41990 0.0 0.0 0.0
H -6.94079 0.68513 1.87262 0.0 0.0 0.0
H -6.02171 2.49581 0.36168 0.0 0.0 0.0
H -6.32634 0.98416 -0.46792 0.0 0.0 0.0
H -3.64090 2.03466 0.54245 0.0 0.0 0.0
H -4.13358 1.87307 -1.14746 0.0 0.0 0.0
N 1.75859 -4.33648 3.20347 0.0 0.0 0.0
C 1.53750 -5.11031 2.10931 0.0 0.0 0.0
O 1.58696 -6.32041 2.15106 0.0 0.0 0.0
C 1.20959 -4.40425 0.82037 0.0 0.0 0.0
C 0.82158 -5.18392 -0.26107 0.0 0.0 0.0
C 0.51113 -4.55984 -1.45367 0.0 0.0 0.0
C 0.60003 -3.17958 -1.52243 0.0 0.1 0.0
N 0.98074 -2.41287 -0.50009 -0.2 0.5 0.3
C 1.28112 -3.03229 0.64521 0.1 -0.1 -0.1
H 1.99606 -4.81200 4.05761 0.0 0.0 0.0
H 1.71287 -3.33555 3.20227 0.0 0.0 0.0
H 0.77869 -6.25797 -0.13834 0.0 0.0 0.0
H 0.20467 -5.12858 -2.31995 0.0 0.0 0.0
H 0.34878 -2.66897 -2.44277 -0.1 0.0 0.0
H 1.60767 -2.38243 1.44036 0.0 0.0 0.0


(3)
14
Properties=species:S:1:pos:R:3:forces:R:3 method="wB97M-V/def2-TZVPD" total_charge=0 smiles="[H]/N=C/[C@@H](P)CN=O" spin_multiplicity=1
C -0.59882 1.30412 0.21432 1.7 -1.3 0.8
C 1.09959 -0.35106 -0.66461 -0.4 -3.9 2.6
C -0.02338 -0.13251 0.39977 -1.7 0.1 -2.6
N -1.69104 1.39137 -0.37893 -0.6 -0.9 0.5
N 2.19398 0.43955 -0.19714 1.8 0.2 0.5
O 3.16675 -0.14399 0.23075 -1.1 0.2 -0.5
P -1.57605 -1.20892 -0.04209 0.5 2.2 -2.2
H 0.14986 2.00750 0.57259 -0.6 1.1 0.0
H 1.24115 -1.50855 -0.72754 0.5 2.0 0.1
H 0.80971 -0.00716 -1.57319 -0.9 1.2 -2.8
H 0.44859 -0.44682 1.30394 -0.2 0.4 1.1
H -2.26436 2.19861 -0.46514 0.4 1.3 -0.2
H -2.04580 -1.21578 1.20596 -0.8 0.1 1.9
H -0.91019 -2.32636 0.12129 1.4 -2.7 0.5


Which relative energy (zero: lowest compared OMol25 entry of this formula, charge and spin) belongs to each record? In order, 0.0, 20.9, 78.0 kcal per mole.